67
Properties=species:S:1:pos:R:3:nbo_charge:R:1 method="wB97M-V/def2-TZVPD" energy_ev=-48491.020 e_homo_ev=-9.0973 smiles="NCCCCCOC(=O)OP(=O)(O)O.C1CCOC1.C1CCOC1.C1CCOC1" lumo_energy_ev=0.56 multiplicity=1 fmax_ha_per_bohr=0.00932
N 1.963 0.900 2.043 -0.857
C 0.980 -0.165 2.290 -0.217
C 0.291 -0.669 0.996 -0.408
C 0.433 0.261 -0.217 -0.408
C 1.547 -0.197 -1.165 -0.419
C 1.993 0.959 -2.031 -0.060
O 2.711 0.451 -3.192 -0.534
C 3.985 0.804 -3.322 1.011
O 4.496 1.833 -3.020 -0.577
O 4.717 -0.201 -3.905 -0.802
P 4.057 -1.402 -4.770 2.536
O 3.473 -2.503 -4.027 -1.072
O 3.085 -0.643 -5.778 -0.996
O 5.304 -1.800 -5.657 -0.974
H 1.525 1.810 2.122 0.347
H 2.660 0.894 2.781 0.380
H 0.215 0.125 3.017 0.167
H 1.527 -0.996 2.737 0.188
H 0.721 -1.638 0.734 0.198
H -0.769 -0.838 1.192 0.206
H -0.503 0.239 -0.780 0.228
H 0.614 1.294 0.084 0.196
H 2.389 -0.574 -0.581 0.211
H 1.174 -0.995 -1.809 0.216
H 2.641 1.648 -1.492 0.208
H 1.130 1.501 -2.418 0.186
H 2.177 -0.929 -5.622 0.524
H 5.660 -1.062 -6.164 0.512
C -4.528 -0.751 -2.705 -0.430
C -4.150 -2.015 -1.934 -0.434
C -2.639 -2.050 -2.116 -0.066
O -2.220 -0.687 -2.208 -0.546
C -3.354 0.164 -2.378 -0.066
H -5.485 -0.325 -2.408 0.216
H -4.564 -0.958 -3.776 0.202
H -4.399 -1.898 -0.876 0.206
H -4.639 -2.915 -2.303 0.217
H -2.361 -2.569 -3.039 0.166
H -2.118 -2.524 -1.283 0.188
H -3.530 0.711 -1.445 0.166
H -3.138 0.886 -3.166 0.184
C -7.155 -1.584 1.874 -0.431
C -6.773 -2.844 2.647 -0.431
C -5.262 -2.873 2.457 -0.066
O -4.842 -1.511 2.355 -0.538
C -5.982 -0.665 2.188 -0.066
H -8.113 -1.160 2.171 0.218
H -7.194 -1.797 0.803 0.200
H -7.018 -2.726 3.704 0.203
H -7.259 -3.748 2.283 0.218
H -4.985 -3.395 1.534 0.162
H -4.739 -3.349 3.287 0.186
H -6.145 -0.114 3.120 0.166
H -5.780 0.051 1.391 0.181
C 5.428 4.310 3.104 -0.430
C 5.792 3.333 1.987 -0.431
C 5.580 1.990 2.673 -0.068
O 4.527 2.191 3.622 -0.550
C 4.268 3.587 3.774 -0.065
H 5.153 5.301 2.746 0.217
H 6.263 4.417 3.801 0.202
H 5.101 3.443 1.149 0.208
H 6.806 3.454 1.611 0.219
H 6.480 1.670 3.207 0.165
H 5.284 1.199 1.984 0.192
H 3.318 3.830 3.284 0.160
H 4.174 3.812 4.837 0.185

67
Properties=species:S:1:pos:R:3:lowdin_spin:R:1 method="wB97M-V/def2-TZVPD" energy_ev=-82358.977 s_squared=0.761 e_homo_ev="-2.4341 / -2.3088" de_lowest_kj_mol=187.2 lumo_energy_ev="2.42 / 2.42" multiplicity=2 charge=-1 fmax_ha_per_bohr=0.08782
Cu -0.404 -0.367 -0.576 -0.008
C -4.874 -0.698 0.195 0.000
C -3.451 -1.139 0.035 0.001
O -2.848 -1.098 -1.212 0.027
H -4.966 0.368 -0.011 0.000
H -4.915 -0.829 1.276 0.000
H -5.667 -1.360 -0.153 0.000
H -3.212 -2.108 0.473 0.001
H -2.803 -0.604 0.729 0.000
C 1.733 -3.315 -1.521 0.000
C 0.570 -3.359 -2.499 0.061
O -0.399 -2.355 -2.368 0.691
H 1.490 -3.463 -0.469 0.000
H 2.200 -2.341 -1.668 0.000
H 2.491 -4.049 -1.795 -0.001
H -0.045 -4.241 -2.326 0.038
H 0.908 -3.605 -3.506 0.011
C 0.630 1.210 -4.800 -0.002
C -0.067 1.404 -3.480 0.006
O -0.869 0.323 -2.986 0.174
H 1.326 0.372 -4.789 -0.001
H 1.326 1.951 -5.193 0.000
H -0.145 0.962 -5.526 0.000
H -0.486 2.408 -3.420 0.007
H 0.712 1.654 -2.759 0.001
O -0.001 -0.691 2.174 0.000
C -0.408 -1.530 3.039 0.000
O -0.525 -2.872 2.872 0.000
C 0.350 -3.511 1.887 0.000
C 0.707 -4.909 2.455 0.000
C -0.905 -0.940 4.367 0.000
H 1.331 -3.052 1.768 0.000
H -0.097 -3.542 0.893 0.000
H 1.271 -5.424 1.678 0.000
H -0.244 -5.374 2.714 0.000
H 1.385 -4.981 3.306 0.000
H -1.869 -0.439 4.446 0.000
H -0.129 -0.259 4.718 0.000
H -1.080 -1.698 5.131 0.000
O 1.979 -0.029 0.001 -0.002
C 2.983 0.551 -0.429 0.000
O 3.690 1.389 0.328 0.000
C 3.220 1.886 1.603 0.000
C 4.040 3.113 1.926 0.000
C 3.332 0.464 -1.896 0.000
H 3.466 1.146 2.365 0.000
H 2.188 2.166 1.815 0.000
H 3.646 3.871 1.249 0.000
H 5.092 2.844 1.827 0.000
H 3.870 3.315 2.983 0.000
H 2.892 -0.399 -2.395 0.000
H 4.413 0.346 -1.975 0.000
H 3.018 1.374 -2.407 0.000
O -0.169 1.880 -0.016 -0.001
C -0.942 2.381 0.798 0.000
O -2.221 2.652 0.544 0.000
C -2.809 2.494 -0.755 0.000
C -2.937 3.855 -1.406 0.000
C -0.508 2.847 2.193 0.000
H -3.820 2.092 -0.696 0.000
H -2.324 1.785 -1.426 0.000
H -3.487 3.722 -2.338 0.000
H -1.951 4.237 -1.670 0.000
H -3.488 4.535 -0.756 0.000
H 0.240 3.631 2.077 0.000
H 0.006 2.088 2.785 0.000
H -1.440 3.268 2.570 0.000

66
Properties=species:S:1:pos:R:3:mulliken_charge:R:1 method="wB97M-V/def2-TZVPD" energy_ev=-46979.967 e_homo_ev=-4.2138 lumo_energy_ev=2.50 multiplicity=1 charge=-1 fmax_ha_per_bohr=0.03413
C -0.438 2.672 -1.679 -1.116
C -1.473 1.523 -1.503 -0.086
In -0.540 -0.106 -0.294 0.915
C -1.943 -1.825 0.148 -1.240
C -1.101 -2.933 0.793 -0.247
C -1.780 -4.295 0.864 -0.628
C -0.737 -5.372 1.212 -0.491
O -1.028 -5.997 2.455 -0.356
C 0.126 -6.389 3.146 -0.734
C 0.152 0.606 1.741 -1.375
C -0.836 1.571 2.382 0.615
C -0.389 3.019 2.224 -1.437
O -2.166 1.420 1.891 -0.456
P 1.605 -1.030 -1.400 0.497
O 2.237 -2.032 -0.510 -0.715
O 1.371 -1.735 -2.872 -0.541
O 2.680 0.216 -1.563 -0.390
H 0.322 2.579 -0.907 0.249
H 0.051 2.585 -2.641 0.273
H -0.878 3.660 -1.551 0.289
H -2.325 1.877 -0.948 -0.575
H -1.840 1.185 -2.466 0.581
H -2.473 -2.167 -0.736 0.374
H -2.669 -1.410 0.850 0.161
H -0.744 -2.584 1.759 0.236
H -0.222 -3.048 0.168 0.250
H -2.616 -4.331 1.554 0.370
H -2.146 -4.542 -0.128 0.250
H 0.235 -4.890 1.282 0.351
H -0.684 -6.094 0.398 0.291
H -0.188 -6.669 4.142 0.250
H 0.608 -7.242 2.666 0.286
H 0.860 -5.588 3.216 0.323
H 0.289 -0.296 2.324 0.329
H 1.111 1.067 1.564 0.458
H -0.867 1.379 3.458 0.230
H -0.634 3.556 3.138 0.394
H 0.679 3.102 2.089 0.348
H -0.891 3.522 1.403 0.226
H -2.429 0.501 2.020 0.220
H 0.656 -1.274 -3.332 0.322
H 3.458 -0.078 -2.069 0.115
C 8.121 -0.537 -2.172 -1.146
C 7.760 0.883 -2.593 -0.411
C 6.285 1.219 -2.349 -0.312
C 5.415 0.323 -3.112 0.247
N 4.755 -0.376 -3.715 -0.478
H 7.566 -1.278 -2.749 0.359
H 9.183 -0.725 -2.334 0.329
H 7.907 -0.699 -1.114 0.309
H 7.994 1.015 -3.652 0.287
H 8.377 1.592 -2.038 0.295
H 6.071 2.245 -2.649 0.314
H 6.039 1.122 -1.290 0.318
C -6.245 4.681 0.181 -1.164
C -6.253 3.401 1.009 -0.581
C -4.939 2.619 0.912 -0.065
C -4.675 2.218 -0.471 0.353
N -4.450 1.909 -1.548 -0.561
H -6.124 4.466 -0.882 0.350
H -7.185 5.222 0.302 0.351
H -5.432 5.341 0.490 0.290
H -7.082 2.768 0.682 0.321
H -6.436 3.651 2.056 0.330
H -4.981 1.723 1.528 0.263
H -4.102 3.221 1.263 0.189

Please write out number 1 again, unchanged.
67
Properties=species:S:1:pos:R:3:nbo_charge:R:1 method="wB97M-V/def2-TZVPD" energy_ev=-48491.020 e_homo_ev=-9.0973 smiles="NCCCCCOC(=O)OP(=O)(O)O.C1CCOC1.C1CCOC1.C1CCOC1" lumo_energy_ev=0.56 multiplicity=1 fmax_ha_per_bohr=0.00932
N 1.963 0.900 2.043 -0.857
C 0.980 -0.165 2.290 -0.217
C 0.291 -0.669 0.996 -0.408
C 0.433 0.261 -0.217 -0.408
C 1.547 -0.197 -1.165 -0.419
C 1.993 0.959 -2.031 -0.060
O 2.711 0.451 -3.192 -0.534
C 3.985 0.804 -3.322 1.011
O 4.496 1.833 -3.020 -0.577
O 4.717 -0.201 -3.905 -0.802
P 4.057 -1.402 -4.770 2.536
O 3.473 -2.503 -4.027 -1.072
O 3.085 -0.643 -5.778 -0.996
O 5.304 -1.800 -5.657 -0.974
H 1.525 1.810 2.122 0.347
H 2.660 0.894 2.781 0.380
H 0.215 0.125 3.017 0.167
H 1.527 -0.996 2.737 0.188
H 0.721 -1.638 0.734 0.198
H -0.769 -0.838 1.192 0.206
H -0.503 0.239 -0.780 0.228
H 0.614 1.294 0.084 0.196
H 2.389 -0.574 -0.581 0.211
H 1.174 -0.995 -1.809 0.216
H 2.641 1.648 -1.492 0.208
H 1.130 1.501 -2.418 0.186
H 2.177 -0.929 -5.622 0.524
H 5.660 -1.062 -6.164 0.512
C -4.528 -0.751 -2.705 -0.430
C -4.150 -2.015 -1.934 -0.434
C -2.639 -2.050 -2.116 -0.066
O -2.220 -0.687 -2.208 -0.546
C -3.354 0.164 -2.378 -0.066
H -5.485 -0.325 -2.408 0.216
H -4.564 -0.958 -3.776 0.202
H -4.399 -1.898 -0.876 0.206
H -4.639 -2.915 -2.303 0.217
H -2.361 -2.569 -3.039 0.166
H -2.118 -2.524 -1.283 0.188
H -3.530 0.711 -1.445 0.166
H -3.138 0.886 -3.166 0.184
C -7.155 -1.584 1.874 -0.431
C -6.773 -2.844 2.647 -0.431
C -5.262 -2.873 2.457 -0.066
O -4.842 -1.511 2.355 -0.538
C -5.982 -0.665 2.188 -0.066
H -8.113 -1.160 2.171 0.218
H -7.194 -1.797 0.803 0.200
H -7.018 -2.726 3.704 0.203
H -7.259 -3.748 2.283 0.218
H -4.985 -3.395 1.534 0.162
H -4.739 -3.349 3.287 0.186
H -6.145 -0.114 3.120 0.166
H -5.780 0.051 1.391 0.181
C 5.428 4.310 3.104 -0.430
C 5.792 3.333 1.987 -0.431
C 5.580 1.990 2.673 -0.068
O 4.527 2.191 3.622 -0.550
C 4.268 3.587 3.774 -0.065
H 5.153 5.301 2.746 0.217
H 6.263 4.417 3.801 0.202
H 5.101 3.443 1.149 0.208
H 6.806 3.454 1.611 0.219
H 6.480 1.670 3.207 0.165
H 5.284 1.199 1.984 0.192
H 3.318 3.830 3.284 0.160
H 4.174 3.812 4.837 0.185